The following is a DFT calculation (the ωB97M-V functional and the def2-TZVPD basis) of a gas-phase ion, C4H8N3S (charge +1).

Each atom is followed by the atoms it is bonded to, with distances in Å.
Cartesian coordinates (Å):
1 C 1.810 -0.127 1.294  N5 1.299, N7 1.348, H9 1.069
2 C 0.809 -0.356 -0.609  C3 1.697, N6 1.329, N7 1.377
3 C 0.390 -0.863 -2.173  C2 1.697, H10 1.083, H11 1.065, H12 1.056
4 C -2.148 0.939 1.652  S8 1.800, H13 1.070, H14 1.118, H15 1.008
5 N 0.575 0.227 1.489  C1 1.299, N6 1.356
6 N -0.063 0.055 0.305  C2 1.329, N5 1.356, S8 1.733
7 N 2.028 -0.498 0.017  C1 1.348, C2 1.377, H16 1.076
8 S -1.712 0.469 -0.031  C4 1.800, N6 1.733
9 H 2.492 0.118 2.080  C1 1.069
10 H -0.250 -1.694 -1.901  C3 1.083
11 H 1.367 -1.112 -2.517  C3 1.065
12 H 0.089 0.064 -2.579  C3 1.056
13 H -1.652 1.780 2.089  C4 1.070
14 H -1.969 -0.012 2.213  C4 1.118
15 H -3.127 1.121 1.803  C4 1.008
16 H 2.928 -0.800 -0.489  N7 1.076

- SMILES = CSn1nc[nH+]c1C
- highest occupied orbital energy (eV) = -13.3
- charge = +1

From a Löwdin analysis of the wavefunction, the atomic charges in e read: C -0.113; C -0.219; C 0.088; C -0.347; N 0.100; N -0.370; N 0.157; S 0.996; H 0.145; H 0.088; H 0.061; H 0.063; H 0.050; H 0.065; H 0.007; H 0.228

The following is a DFT calculation (the ωB97M-V functional and the def2-TZVPD basis) of 2 unconnected molecules or ions with the total composition C4H8N3S.

Each atom is followed by the atoms it is bonded to, with distances in Å.
Cartesian coordinates (Å):
1 C 1.389 -1.925 0.438  N5 1.279, N6 1.427, H9 1.140
2 C 1.673 -0.642 -1.553  N6 1.377, N7 1.333, H10 1.074
3 C -0.387 -0.742 -0.354  N5 1.398, N7 1.418, H11 1.081
4 C -1.906 1.780 1.247  S8 1.866, H12 1.172, H13 1.017, H14 1.069
5 N 0.146 -1.651 0.563  C1 1.279, C3 1.398
6 N 2.266 -1.328 -0.516  C1 1.427, C2 1.377, H15 1.060
7 N 0.372 -0.357 -1.489  C2 1.333, C3 1.418, H16 1.077
8 S -0.241 1.627 0.420  C4 1.866
9 H 1.819 -2.586 1.262  C1 1.140
10 H 2.147 -0.337 -2.467  C2 1.074
11 H -1.458 -0.880 -0.315  C3 1.081
12 H -2.220 0.651 1.301  C4 1.172
13 H -2.393 2.375 0.582  C4 1.017
14 H -1.893 2.352 2.150  C4 1.069
15 H 3.307 -1.517 -0.579  N6 1.060
16 H -0.067 0.307 -2.214  N7 1.077

- highest occupied orbital energy (spin up / spin down) (eV) = -12.3 / -12.3
- charge = +1

From a Löwdin analysis of the wavefunction, the atomic charges in e read: C -0.110; C -0.009; C -0.263; C -0.422; N 0.098; N 0.127; N 0.035; S 0.627; H 0.170; H 0.164; H 0.118; H 0.067; H -0.036; H 0.023; H 0.202; H 0.209

The following is a DFT calculation (the ωB97M-V functional and the def2-TZVPD basis) of C4H8N4 in the gas phase.

Each atom is followed by the atoms it is bonded to, with distances in Å.
Cartesian coordinates (Å):
1 C 0.264 0.270 -1.476  C2 1.578, N13 1.261, N16 1.453
2 C 0.769 -0.915 -0.564  C1 1.578, C3 1.506, H6 1.104, H7 1.120
3 C -0.267 -1.279 0.467  C2 1.506, C4 1.547, H8 1.102, H9 1.051
4 C -0.472 -0.063 1.402  C3 1.547, N14 1.251, N15 1.421
5 H 0.041 1.285 -2.926  N13 0.996
6 H 0.981 -1.755 -1.249  C2 1.104
7 H 1.721 -0.585 -0.078  C2 1.120
8 H -1.218 -1.389 -0.079  C3 1.102
9 H -0.069 -2.141 1.035  C3 1.051
10 H -0.292 0.725 3.096  N14 1.016
11 H 0.482 1.692 1.206  N15 1.031
12 H -1.222 1.461 -0.922  N16 1.034
13 N 0.326 0.351 -2.732  C1 1.261, H5 0.996
14 N -0.479 -0.168 2.649  C4 1.251, H10 1.016
15 N -0.314 1.200 0.772  C4 1.421, H11 1.031, N16 1.379
16 N -0.250 1.310 -0.601  C1 1.453, H12 1.034, N15 1.379

- SMILES = [H]/N=C1/CC/C(=N/[H])NN1
- highest occupied orbital energy (eV) = -9.6

From a Löwdin analysis of the wavefunction, the atomic charges in e read: C -0.395; C -0.125; C -0.126; C -0.422; H 0.036; H 0.116; H 0.131; H 0.124; H 0.096; H 0.049; H 0.143; H 0.138; N 0.141; N 0.132; N -0.020; N -0.018